[1]
A 5-piece molecular cluster, C38H52BClN5O19PS overall, computed with ωB97M-V/def2-TZVPD.

## Properties
SMILES ... CCB(O)c1c(CCCCCCCSc2nnco2)c(C)c(CC(=O)N(C)C)c2nc(CC(=O)Cl)c(P(=O)(O)O)nc12.O=C1OCCO1.O=C1OCCO1.O=C1OCCO1.O=C1OCCO1
E_HOMO ... -8.97 eV
Gap between HOMO and LUMO ... 8.147 eV
Charge ... 0

XYZ file:
```
118
C38H52BClN5O19PS, DFT ωB97M-V/def2-TZVPD
C -3.23 2.27 0.70
C -1.78 2.77 0.79
B -0.80 1.97 -0.15
O -1.21 0.85 -0.81
C 0.70 2.49 -0.23
C 1.20 3.27 -1.25
C 0.34 3.63 -2.44
C 0.56 2.61 -3.61
C -0.61 1.64 -3.88
C -0.17 0.19 -3.85
C -1.29 -0.79 -4.20
C -1.96 -1.43 -2.97
C -0.98 -2.11 -2.01
S -1.28 -3.90 -1.89
C 0.32 -4.45 -1.47
N 0.69 -5.29 -0.55
N 2.06 -5.36 -0.68
C 2.43 -4.58 -1.63
O 1.35 -3.96 -2.19
C 2.57 3.73 -1.16
C 3.14 4.57 -2.27
C 3.36 3.39 -0.07
C 4.78 3.86 0.09
C 5.79 2.75 -0.03
O 5.59 1.74 -0.63
N 7.05 3.04 0.60
C 8.14 3.05 -0.38
C 7.30 2.11 1.71
C 2.84 2.55 0.96
N 3.65 2.21 2.00
C 3.10 1.41 2.89
C 3.98 1.00 4.05
C 3.56 1.50 5.41
O 3.95 0.99 6.39
Cl 2.48 2.88 5.51
C 1.75 0.95 2.79
P 0.91 -0.18 3.97
O 0.21 0.52 5.03
O -0.15 -0.97 3.05
O 1.94 -1.29 4.48
N 0.98 1.31 1.80
C 1.52 2.12 0.85
H -3.28 1.24 1.04
H -3.88 2.83 1.37
H -3.65 2.32 -0.30
H -1.41 2.78 1.81
H -1.75 3.81 0.45
H -2.08 1.00 -1.20
H -0.71 3.71 -2.17
H 0.63 4.59 -2.86
H 1.43 2.00 -3.35
H 0.84 3.15 -4.51
H -0.96 1.82 -4.89
H -1.46 1.83 -3.23
H 0.63 0.06 -4.59
H 0.29 -0.02 -2.89
H -0.93 -1.60 -4.83
H -2.06 -0.29 -4.78
H -2.56 -0.69 -2.46
H -2.66 -2.19 -3.33
H -1.16 -1.71 -1.01
H 0.06 -1.89 -2.22
H 3.41 -4.38 -2.02
H 2.38 5.02 -2.90
H 3.79 5.37 -1.92
H 3.72 3.91 -2.92
H 5.07 4.65 -0.58
H 4.89 4.26 1.10
H 9.07 3.24 0.16
H 8.00 3.91 -1.04
H 8.23 2.13 -0.94
H 6.55 2.30 2.47
H 8.26 2.38 2.15
H 7.30 1.06 1.41
H 4.96 1.44 3.88
H 4.12 -0.08 4.04
H 0.30 -1.58 2.47
H 2.31 -1.78 3.73
C -6.06 -2.25 -4.30
C -6.63 -2.42 -2.91
O -5.87 -1.48 -2.15
C -5.41 -0.53 -2.99
O -4.88 0.48 -2.65
O -5.62 -0.88 -4.28
H -6.79 -2.41 -5.09
H -5.20 -2.89 -4.48
H -7.69 -2.15 -2.85
H -6.51 -3.42 -2.51
C -7.29 1.05 0.15
C -7.86 0.91 1.55
O -7.21 1.98 2.25
C -6.83 2.91 1.34
O -6.41 3.98 1.62
O -6.99 2.45 0.08
H -7.99 0.76 -0.63
H -6.36 0.49 0.02
H -8.94 1.07 1.58
H -7.61 -0.05 2.01
C 4.83 -7.05 -0.39
C 4.51 -8.48 -0.76
O 5.63 -9.20 -0.23
C 6.17 -8.45 0.77
O 7.00 -8.84 1.52
O 5.62 -7.21 0.80
H 3.94 -6.46 -0.19
H 5.44 -6.55 -1.15
H 3.60 -8.84 -0.28
H 4.43 -8.64 -1.83
C -4.26 0.09 4.44
C -4.88 -0.70 5.57
O -6.13 -1.11 5.01
C -6.01 -1.11 3.67
O -6.81 -1.55 2.90
O -4.85 -0.53 3.29
H -3.18 0.02 4.40
H -4.55 1.15 4.45
H -4.30 -1.59 5.82
H -5.03 -0.11 6.47
```

Löwdin population analysis, charges in e, atoms 1 to 2: -0.100 -0.130

[2]
An isolated ion of composition C3H7N4O and charge +1, computed with ωB97M-V/def2-TZVPD.

## Properties
SMILES ... [NH2+]=CNC[NH+]=C=N[O-]
E_HOMO ... -12.42 eV
Gap between HOMO and LUMO ... 8.707 eV
Charge ... +1

XYZ file:
```
15
C3H7N4O, DFT ωB97M-V/def2-TZVPD
C 0.67 -1.00 -0.27
C -0.43 1.37 -0.30
C -2.61 0.48 0.04
N -3.09 -0.57 0.07
N -1.74 1.50 0.29
N 0.28 0.18 0.18
N 1.22 -1.99 0.30
O -3.84 -1.44 -0.08
H -0.44 1.28 -1.31
H 0.21 2.21 -0.11
H 0.53 -0.90 -1.32
H -1.86 1.72 1.25
H 0.34 0.21 1.20
H 1.55 -2.80 -0.12
H 1.17 -1.80 1.30
```

Löwdin population analysis, charges in e, atoms 1 to 2: -0.153 -0.125

[3]
A 2-piece molecular cluster, C5H15N2O2 overall, computed with ωB97M-V/def2-TZVPD.

## Properties
E_HOMO ... -3.25 eV
Gap between HOMO and LUMO ... 7.004 eV
Charge ... -1

XYZ file:
```
24
C5H15N2O2, DFT ωB97M-V/def2-TZVPD
C -0.16 0.43 -1.50
N -0.05 -0.97 -1.71
C -1.01 -2.05 -1.18
O -1.42 -1.88 0.08
C 0.66 1.06 -0.26
C -0.40 1.37 0.79
C 0.22 2.02 2.11
N 1.42 2.19 -0.75
H 0.16 1.01 -2.38
H -1.22 0.62 -1.31
H 0.80 -1.42 -2.00
H -1.82 -2.04 -1.93
H -0.35 -2.95 -1.28
H 1.23 0.21 0.07
H -0.82 0.38 1.04
H -1.26 1.94 0.42
H -0.19 2.99 2.31
H 1.30 1.92 2.00
H -0.05 1.26 2.84
H 2.38 2.23 -0.47
H 0.94 3.01 -1.06
H -0.26 -2.09 1.17
H 1.12 -1.60 1.53
O 0.44 -2.13 1.93
```

Löwdin population analysis, charges in e, atoms 1 to 2: -0.229 -0.089

[4]
The molecule C6H7N5O4, computed with ωB97M-V/def2-TZVPD.

## Properties
SMILES ... CN(N=O)C(=O)Nc1cnc(O)nc1O
E_HOMO ... -8.88 eV
Gap between HOMO and LUMO ... 7.465 eV
Charge ... 0

XYZ file:
```
22
C6H7N5O4, DFT ωB97M-V/def2-TZVPD
O -2.95 -0.50 -2.01
O -1.37 1.52 1.15
N -2.36 0.62 -1.99
N 2.75 0.25 1.28
N 2.63 -1.98 0.67
O 4.51 -1.28 1.63
O 1.12 -2.70 -0.73
C -1.57 0.77 0.21
C 3.23 -0.99 1.26
C 1.46 0.47 0.92
C 1.49 -1.69 0.14
C 0.69 -0.57 0.37
N -0.71 -0.46 -0.02
N -2.51 1.10 -0.77
C -3.19 2.37 -0.78
H 4.76 -2.25 1.36
H 1.98 -3.21 -0.62
H 1.05 1.39 1.01
H -0.99 -1.02 -0.88
H -3.44 2.77 -1.72
H -4.05 2.31 -0.15
H -2.54 3.08 -0.32
```

Löwdin population analysis, charges in e, atoms 1 to 2: 0.031 0.082

| no. | molar mass (g/mol) |
| --- | --- |
| 1 | 992.156 |
| 2 | 115.116 |
| 3 | 135.187 |
| 4 | 213.153 |